Entry 1:
This record from the Open Molecules 2025 dataset describes a structure of composition C6H8N6 at a distorted geometry. The level of theory is ωB97M-V with the def2-TZVPD basis set.

Properties
E_LUMO	0.5	eV
electronic energy	-15288.77605	eV
largest force on an atom	5.1	eV/Å
HOMO-LUMO gap	9.2616	eV
energy relative to the best compared isomer or geometry (same formula, charge and spin)	69.20	kcal/mol
net charge	0

Last column: Mulliken charge in e.
Cartesian coordinates (Å):
C (-2.2362, 1.8970, 2.3335)  -0.74
C (-0.7480, 0.8406, 0.7985)  0.23
C (-1.7934, -0.8423, -0.6248)  -0.24
C (0.3110, -0.6384, -0.8139)  0.65
C (2.1806, -1.9906, -1.8195)  -0.73
C (0.4724, 0.4143, 0.1082)  0.37
H (-2.8000, 2.5978, 1.4100)  0.24
H (-2.3235, 2.5097, 3.2516)  0.35
H (-2.8426, 0.6950, 2.4695)  0.24
H (-0.1373, 2.2094, 2.0739)  0.23
H (-2.7794, -1.2112, -1.0602)  0.31
H (2.5661, -2.6426, -0.9053)  0.27
H (2.9092, -1.7759, -2.6197)  0.25
H (1.3439, -2.6176, -2.3722)  0.31
N (-0.8992, 1.8178, 1.6766)  -0.16
N (-1.9468, 0.2028, 0.2734)  -0.48
N (-0.7536, -1.3227, -1.2706)  -0.59
N (1.5782, -0.8576, -1.1810)  0.48
N (2.4032, -0.1975, -0.2933)  -0.58
N (1.7532, 0.6647, 0.4892)  -0.40


Entry 2:
This record from the Open Molecules 2025 dataset describes a cluster of 3 separate species, C4H17N2O2 in total at a distorted geometry. The level of theory is ωB97M-V with the def2-TZVPD basis set.

Properties
2S+1	2
E_LUMO (spin up / spin down)	0.3 / 0.3	eV
electronic energy	-11493.82462	eV
largest force on an atom	4.2	eV/Å
HOMO-LUMO gap (spin up / spin down)	3.0699 / 8.8493	eV
energy relative to the best compared isomer or geometry (same formula, charge and spin)	61.60	kcal/mol
net charge	0
expectation value of S²	0.75

Last column: Mulliken charge in e.
Cartesian coordinates (Å):
N (0.1134, -1.8749, -0.3467)  -0.73
C (1.1765, -0.7982, -0.5180)  -1.94
C (0.6235, 0.4886, 0.1290)  -1.20
N (-0.7999, 0.6717, -0.2070)  1.01
C (-1.1603, 1.4614, -1.3695)  -1.43
C (-1.4227, 1.1338, 0.9735)  -1.66
H (-0.0172, -2.0333, 0.6267)  0.61
H (0.3845, -2.6266, -0.9051)  1.02
H (-0.8814, -1.6115, -0.7618)  0.46
H (1.2429, -0.6143, -1.5980)  0.15
H (2.1362, -1.1192, -0.1100)  0.42
H (1.0743, 1.4279, -0.0911)  0.72
H (0.8268, 0.3737, 1.2921)  0.32
H (-1.9001, 2.1787, -1.1402)  0.38
H (-1.5394, 0.5879, -2.0466)  0.46
H (-0.2373, 1.9220, -1.7323)  0.30
H (-1.1394, 2.0585, 1.4670)  0.29
H (-1.3206, 0.4927, 1.8580)  0.52
H (-2.5567, 1.2228, 0.6568)  0.34
H (3.4264, 1.9042, -0.0012)  0.27
H (4.1835, 0.9194, -0.8337)  0.27
O (3.3482, 1.0224, -0.4191)  -0.48
H (-2.0822, -3.1282, 1.9525)  0.36
H (-1.9896, -1.6360, 1.5330)  0.27
O (-1.4895, -2.4234, 1.5916)  -0.74


Entry 3:
This record from the Open Molecules 2025 dataset describes a cluster of 2 separate species, H4OS2 in total at a distorted geometry. The level of theory is ωB97M-V with the def2-TZVPD basis set.

Properties
E_LUMO	0.5	eV
SMILES	SS.O
electronic energy	-23782.63251	eV
largest force on an atom	1.2	eV/Å
HOMO-LUMO gap	9.8970	eV
energy relative to the best compared isomer or geometry (same formula, charge and spin)	3.35	kcal/mol
net charge	0

Last column: Mulliken charge in e.
Cartesian coordinates (Å):
S (-2.5900, -0.4524, 0.7806)  -0.17
S (-2.0278, -1.9366, -0.4919)  -0.17
H (-1.3631, 0.0157, 1.0938)  0.18
H (-1.8171, -1.2536, -1.6372)  0.17
O (2.2808, 1.0213, -0.0709)  -0.65
H (3.0046, 0.6309, 0.4695)  0.33
H (2.5126, 1.9748, -0.1440)  0.32


Entry 4:
This record from the Open Molecules 2025 dataset describes a cluster of 2 separate species, C2H7N3O2 in total at a distorted geometry. The level of theory is ωB97M-V with the def2-TZVPD basis set.

Properties
E_LUMO	1.0	eV
SMILES	[H]/N=N/N.CC(=O)O
electronic energy	-10752.02028	eV
largest force on an atom	1.8	eV/Å
HOMO-LUMO gap	10.6277	eV
energy relative to the best compared isomer or geometry (same formula, charge and spin)	47.40	kcal/mol
net charge	0

Last column: Mulliken charge in e.
Cartesian coordinates (Å):
H (2.9118, -1.8965, -0.3020)  0.18
N (2.3730, -1.0365, -0.1754)  -0.15
N (3.1738, -0.0538, -0.1108)  -0.50
N (2.6165, 1.1042, 0.0672)  -0.04
H (3.2362, 1.8904, 0.1085)  0.23
H (1.6042, 1.2066, -0.0089)  0.27
C (-2.3846, 0.0864, 0.1122)  -0.97
C (-0.9438, -0.2345, -0.1657)  0.71
O (-0.2381, 0.5191, -0.7864)  -0.64
O (-0.4662, -1.3626, 0.3273)  -0.46
H (-2.4103, 0.7915, 0.9454)  0.24
H (-2.7937, 0.5954, -0.7591)  0.30
H (-2.9683, -0.7941, 0.3586)  0.31
H (0.5117, -1.3975, 0.1282)  0.51